(1)
The following is a DFT calculation (ωB97M-V with the def2-TZVPD basis set) of C8H11AlNPS as an isolated structure in a non-equilibrium geometry.

CARTESIAN COORDINATES (ANGSTROEM)
C -0.53 0.12 -2.67
C -1.35 1.12 -2.07
C -0.47 2.01 -1.38
C 0.91 1.64 -1.69
C 0.87 0.47 -2.48
Al -0.14 -0.01 -0.48
P -0.20 -2.19 -0.09
H -0.89 -0.72 -3.27
H -2.44 1.18 -2.09
H -0.77 2.89 -0.81
H 1.72 -0.07 -2.88
H 1.80 2.17 -1.35
H 0.87 -3.05 -0.50
H -1.23 -3.01 -0.63
H -0.29 -2.67 1.25
S -0.53 0.55 3.84
C 0.91 -0.26 3.56
C 1.04 -0.44 2.19
N 0.00 0.05 1.45
C -0.94 0.64 2.22
H 1.62 -0.57 4.32
H 1.89 -0.94 1.75
H -1.84 1.10 1.82

The molar mass comes out at 211.206 Da. The HOMO energy (spin up / spin down) comes out at -4.3 / -4.5 eV. The calculation puts the LUMO energy (spin up / spin down) at 0.345 / 0.312 eV. The total energy comes out at -1348.00228 Eh. As for the energy relative to the best compared isomer or geometry (same formula, charge and spin): 0.0 kcal per mole. As for the spin multiplicity: 1.

---

(2)
The following is a DFT calculation (ωB97M-V with the def2-TZVPD basis set) of C14H20F2IN5O4S2 as an isolated structure in a non-equilibrium geometry.

CARTESIAN COORDINATES (ANGSTROEM)
C 0.12 2.99 2.19
C 0.06 1.88 1.23
N -0.53 0.73 1.52
C -0.43 0.00 0.40
N -0.94 -1.23 0.31
C -1.60 -1.87 1.45
C -1.93 -3.32 1.06
C -1.67 -4.23 2.26
I -2.21 -6.24 1.74
N 0.22 0.66 -0.56
C 0.56 0.24 -1.90
C 2.09 0.06 -2.04
C 2.49 -1.13 -1.20
C 2.83 -0.95 0.15
C 3.18 -2.04 0.93
C 3.19 -3.32 0.39
C 2.87 -3.52 -0.95
C 2.53 -2.41 -1.73
N 0.54 1.86 0.00
H -0.90 3.36 2.31
H 0.43 2.61 3.16
H 0.74 3.81 1.86
H -0.85 -1.74 -0.55
H -0.89 -1.87 2.26
H -2.51 -1.33 1.70
H -2.95 -3.40 0.70
H -1.27 -3.65 0.26
H -2.27 -3.93 3.10
H -0.61 -4.20 2.51
H 0.14 -0.74 -2.07
H 0.15 0.90 -2.65
H 2.57 0.95 -1.64
H 2.32 -0.09 -3.08
H 2.82 0.04 0.59
H 3.46 -1.91 1.97
H 3.45 -4.16 1.02
H 2.90 -4.52 -1.36
H 2.30 -2.56 -2.77
H 1.03 2.60 -0.49
N -1.75 4.54 -0.73
S -3.27 4.94 -0.45
O -4.22 3.94 -0.81
O -3.59 6.30 -0.68
F -3.20 4.83 1.14
S -1.37 4.44 -2.25
O -0.11 3.76 -2.40
O -1.59 5.58 -3.06
F -2.39 3.37 -2.82

The molar mass comes out at 551.379 Da. The HOMO energy comes out at -9.3 eV. The calculation puts the LUMO energy at -0.111 eV. The total energy comes out at -2414.01522 Eh. As for the spin multiplicity: 1.

---

(3)
The following is a DFT calculation (ωB97M-V with the def2-TZVPD basis set) of a 8-piece molecular cluster, C45H105NO14S overall in a non-equilibrium geometry.

CARTESIAN COORDINATES (ANGSTROEM)
C 2.30 2.29 -0.70
C 2.28 0.89 -0.09
C 0.96 0.17 -0.31
N 1.08 -1.22 0.22
C 0.59 -2.21 -0.63
C 1.34 -2.27 -1.98
O 2.62 -1.71 -1.83
O 3.26 -2.04 -3.06
O -0.82 -1.93 -1.05
S -1.48 -3.23 -1.62
O -2.75 -3.54 -1.08
O -1.53 -3.28 -3.04
O -0.40 -4.27 -1.05
C 0.47 -3.62 -0.07
C -0.21 -3.81 1.26
C 0.73 -3.46 2.44
C 1.51 -4.65 2.94
C 2.24 -4.41 4.27
C 3.00 -3.07 4.38
C 3.75 -2.60 3.12
C 5.10 -1.95 3.43
C 5.80 -1.54 2.11
C 6.99 -2.50 1.78
C 6.77 -3.30 0.52
O 5.83 -4.34 0.77
C 4.86 -4.55 -0.24
H 3.34 2.58 -0.86
H 1.81 2.32 -1.67
H 1.86 2.99 -0.01
H 3.07 0.26 -0.47
H 2.42 0.95 0.99
H 0.66 0.20 -1.35
H 0.22 0.69 0.29
H 0.55 -1.25 1.08
H 0.78 -1.76 -2.76
H 1.47 -3.30 -2.31
H 4.15 -1.66 -2.94
H 1.45 -4.06 -0.20
H -1.12 -3.22 1.29
H -0.46 -4.86 1.33
H 1.39 -2.68 2.08
H 0.14 -3.03 3.24
H 0.79 -5.45 3.11
H 2.21 -5.05 2.21
H 2.93 -5.23 4.45
H 1.51 -4.44 5.07
H 3.76 -3.21 5.15
H 2.33 -2.31 4.74
H 3.84 -3.36 2.37
H 3.16 -1.81 2.67
H 4.95 -1.06 4.03
H 5.71 -2.66 3.98
H 6.16 -0.52 2.17
H 5.12 -1.62 1.28
H 7.22 -3.15 2.61
H 7.83 -1.86 1.56
H 7.70 -3.77 0.21
H 6.44 -2.61 -0.25
H 4.85 -3.77 -1.00
H 4.98 -5.54 -0.67
H 3.89 -4.54 0.23
C -8.67 -1.76 -1.34
C -7.75 -0.92 -2.22
O -6.47 -0.70 -1.66
C -5.69 -1.87 -1.44
C -5.37 -2.65 -2.70
H -8.70 -1.35 -0.33
H -9.68 -1.77 -1.75
H -8.33 -2.79 -1.27
H -8.19 0.08 -2.34
H -7.67 -1.35 -3.22
H -6.17 -2.51 -0.69
H -4.76 -1.52 -0.99
H -6.27 -3.11 -3.13
H -4.66 -3.44 -2.48
H -4.95 -2.00 -3.46
C -1.80 -0.11 -4.54
C -1.50 1.34 -4.21
O -0.13 1.68 -4.35
C 0.42 1.54 -5.64
C -0.24 2.43 -6.69
H -1.13 -0.77 -3.99
H -2.83 -0.35 -4.28
H -1.66 -0.33 -5.61
H -1.74 1.53 -3.17
H -2.12 2.01 -4.81
H 0.40 0.49 -5.96
H 1.47 1.82 -5.55
H -1.27 2.12 -6.89
H 0.31 2.38 -7.63
H -0.27 3.46 -6.35
C 7.58 1.96 5.61
C 7.92 1.52 4.20
O 6.89 1.79 3.26
C 6.55 3.16 3.08
C 7.70 4.01 2.56
H 6.61 1.57 5.92
H 8.34 1.61 6.31
H 7.53 3.05 5.70
H 8.05 0.44 4.18
H 8.86 1.96 3.87
H 6.15 3.58 4.01
H 5.74 3.16 2.35
H 8.49 4.12 3.30
H 7.34 5.01 2.31
H 8.14 3.56 1.67
C -11.27 3.03 -2.08
C -11.13 3.62 -0.69
O -11.17 2.66 0.35
C -10.15 1.68 0.32
C -8.75 2.25 0.46
H -12.15 2.38 -2.13
H -11.37 3.82 -2.82
H -10.41 2.42 -2.36
H -11.96 4.29 -0.49
H -10.21 4.22 -0.62
H -10.23 1.07 -0.58
H -10.35 1.02 1.17
H -8.46 2.84 -0.41
H -8.02 1.45 0.57
H -8.69 2.91 1.33
C -7.65 6.24 5.47
C -6.18 6.03 5.18
O -5.80 4.67 5.09
C -6.42 3.93 4.05
C -6.11 4.45 2.65
H -7.96 5.65 6.33
H -7.85 7.29 5.67
H -8.28 5.94 4.62
H -5.59 6.44 6.01
H -5.87 6.58 4.28
H -7.50 3.87 4.21
H -6.03 2.91 4.14
H -6.57 5.43 2.48
H -6.50 3.76 1.90
H -5.04 4.56 2.51
C 2.06 6.52 -1.58
C 1.71 6.49 -0.10
O 2.63 5.74 0.69
C 3.96 6.21 0.70
C 4.11 7.61 1.27
H 2.22 5.50 -1.95
H 1.26 6.98 -2.15
H 2.97 7.09 -1.77
H 0.75 6.00 0.03
H 1.61 7.50 0.29
H 4.40 6.15 -0.30
H 4.51 5.51 1.33
H 3.67 8.37 0.62
H 5.17 7.86 1.39
H 3.62 7.68 2.25
C 3.09 -5.28 -3.72
C 4.30 -6.18 -3.86
O 4.25 -7.34 -3.05
C 3.18 -8.23 -3.32
C 3.20 -8.81 -4.72
H 2.89 -5.06 -2.67
H 3.25 -4.34 -4.26
H 2.19 -5.75 -4.14
H 5.19 -5.64 -3.52
H 4.47 -6.45 -4.91
H 2.21 -7.74 -3.12
H 3.28 -9.03 -2.59
H 3.00 -8.05 -5.48
H 2.44 -9.58 -4.82
H 4.18 -9.24 -4.94

The molar mass comes out at 916.395 Da. The HOMO energy comes out at -9.4 eV. The calculation puts the LUMO energy at 0.420 eV. The total energy comes out at -3283.58876 Eh. As for the spin multiplicity: 1. The structure (SMILES) is CCCN[C@]1(COO)OS(=O)(=O)O[C@@H]1CCCCCCCCCCOC.CCOCC.CCOCC.CCOCC.CCOCC.CCOCC.CCOCC.CCOCC.

---

(4)
The following is a DFT calculation (ωB97M-V with the def2-TZVPD basis set) of C28H41N7ORbS4 as an isolated structure.

CARTESIAN COORDINATES (ANGSTROEM)
Rb 1.29 -0.18 -0.02
C -0.20 0.02 4.19
C -1.22 -0.23 3.07
N -0.75 -1.11 2.02
C -0.91 -2.54 2.26
C 0.38 -3.33 2.15
N 1.05 -3.16 0.88
C 2.20 -4.03 0.69
C 3.44 -3.65 1.50
C 4.27 -2.47 0.98
N 3.74 -1.16 1.29
C 4.03 -0.60 2.60
C 2.81 -0.38 3.49
N 1.91 0.62 2.96
C 0.89 1.05 3.91
H 0.24 -0.93 4.50
H -0.75 0.39 5.07
H -1.47 0.74 2.61
H -2.15 -0.60 3.53
H -1.21 -0.87 1.14
H -1.64 -2.95 1.55
H -1.32 -2.71 3.26
H 0.16 -4.39 2.36
H 1.06 -2.99 2.94
H 0.41 -3.23 0.09
H 2.46 -4.02 -0.37
H 1.95 -5.07 0.95
H 4.10 -4.53 1.49
H 3.18 -3.48 2.55
H 4.35 -2.55 -0.11
H 5.30 -2.58 1.37
H 3.93 -0.49 0.56
H 4.54 0.36 2.47
H 4.73 -1.25 3.14
H 3.19 -0.11 4.49
H 2.27 -1.33 3.59
H 2.44 1.42 2.61
H 0.42 1.96 3.51
H 1.35 1.32 4.88
S 0.95 -1.33 -3.15
C 1.18 0.34 -3.52
S 0.46 1.63 -2.62
C 1.99 0.67 -4.63
C 2.59 -0.32 -5.47
N 3.10 -1.07 -6.19
C 2.32 2.02 -4.95
N 2.59 3.12 -5.19
C 3.25 3.76 -1.81
S 2.66 3.09 -0.27
C 3.51 4.26 0.81
O 3.37 1.78 -0.05
H 4.34 3.70 -1.82
H 2.90 4.79 -1.91
H 2.81 3.16 -2.61
H 3.11 5.25 0.64
H 4.58 4.22 0.60
H 3.32 3.95 1.84
N -2.13 -0.61 -0.60
S -2.84 0.74 -0.98
C -4.59 0.70 -0.50
C -4.98 1.59 0.49
C -6.29 1.55 0.97
C -7.19 0.63 0.46
C -6.78 -0.27 -0.53
C -5.48 -0.23 -1.01
C -3.10 0.80 -2.76
C -4.01 1.68 -3.32
C -4.09 1.76 -4.70
C -3.26 0.98 -5.50
C -2.35 0.12 -4.92
C -2.26 0.03 -3.54
H -2.51 -1.40 -1.11
H -4.27 2.30 0.88
H -6.60 2.25 1.74
H -8.20 0.60 0.83
H -7.48 -0.99 -0.93
H -5.16 -0.91 -1.79
H -4.65 2.29 -2.70
H -4.80 2.45 -5.16
H -3.32 1.06 -6.58
H -1.67 -0.46 -5.53
H -1.49 -0.60 -3.09

As for the total charge: -1. The molar mass comes out at 705.420 Da. The HOMO energy comes out at -3.6 eV. The calculation puts the LUMO energy at 1.699 eV. The total energy comes out at -3166.91761 Eh. As for the energy relative to the best compared isomer or geometry (same formula, charge and spin): 0.0 kcal per mole. As for the spin multiplicity: 1.

---

(5)
The following is a DFT calculation (ωB97M-V with the def2-TZVPD basis set) of a 2-piece molecular cluster, C2H9N4O overall in a non-equilibrium geometry.

CARTESIAN COORDINATES (ANGSTROEM)
C -1.86 0.32 0.41
C 2.26 -1.47 -0.58
N -0.76 0.17 -0.20
N -3.13 0.28 0.04
N 1.55 0.70 -0.37
N 1.66 1.76 0.32
O 2.13 -0.31 0.22
H 1.52 -2.27 -0.23
H -1.65 0.58 1.52
H 3.26 -1.92 -0.61
H -1.03 0.00 -1.19
H 2.09 1.77 1.28
H -3.32 0.00 -1.00
H 1.13 2.63 -0.06
H -3.75 -0.06 0.77
H 2.17 -1.37 -1.65

As for the total charge: +1. The molar mass comes out at 105.121 Da. The HOMO energy comes out at -13.2 eV. The calculation puts the LUMO energy at -4.839 eV. The total energy comes out at -375.48089 Eh. As for the energy relative to the best compared isomer or geometry (same formula, charge and spin): 135.9 kcal per mole. As for the spin multiplicity: 1.

---

(6)
The following is a DFT calculation (ωB97M-V with the def2-TZVPD basis set) of one molecule with the formula C5H4N4 in a non-equilibrium geometry.

CARTESIAN COORDINATES (ANGSTROEM)
C -1.96 0.79 0.10
N -2.40 -0.34 0.00
N -1.30 -1.30 0.05
C -0.21 -0.58 -0.21
C -0.38 0.73 0.09
N 0.66 1.43 -0.12
N 1.91 0.52 -0.45
C 2.00 -0.41 0.80
C 1.24 -0.76 -0.50
H -2.26 1.99 0.37
H 1.21 -0.17 1.65
H 3.06 -0.90 1.04
H 1.75 -1.63 -1.13

The molar mass comes out at 120.115 Da. The HOMO energy comes out at -9.8 eV. The calculation puts the LUMO energy at -1.350 eV. The total energy comes out at -411.69124 Eh. As for the energy relative to the best compared isomer or geometry (same formula, charge and spin): 180.1 kcal per mole. As for the spin multiplicity: 1. The structure (SMILES) is C1=NN=C2C1=NN1C[C@@H]21.

---

(7)
The following is a DFT calculation (ωB97M-V with the def2-TZVPD basis set) of a 3-piece molecular cluster, C4H14NO2 overall in a non-equilibrium geometry.

CARTESIAN COORDINATES (ANGSTROEM)
C -0.64 0.56 1.80
C 0.84 0.39 1.46
C 1.08 -0.14 0.05
C 1.21 0.77 -1.15
O 0.15 1.78 -0.87
N -1.43 -0.59 1.50
H -1.10 1.46 1.36
H -0.74 0.74 2.88
H 1.41 1.29 1.70
H 1.31 -0.35 2.12
H 0.17 -0.72 -0.16
H 1.89 -0.88 -0.03
H 2.10 1.40 -1.13
H 1.27 0.13 -2.04
H -0.59 1.19 -1.18
H -1.72 0.30 -1.65
H -1.79 -0.68 0.55
H -2.11 -0.94 2.16
H -0.83 -1.23 -2.47
H -0.41 -2.69 -2.36
O -0.07 -1.82 -2.56

As for the total charge: +1. The molar mass comes out at 108.161 Da. The HOMO energy comes out at -14.4 eV. The calculation puts the LUMO energy at -9.973 eV. The total energy comes out at -365.47719 Eh. As for the energy relative to the best compared isomer or geometry (same formula, charge and spin): 221.8 kcal per mole. As for the spin multiplicity: 1.

---

(8)
The following is a DFT calculation (ωB97M-V with the def2-TZVPD basis set) of one molecule with the formula C9H8N2O3S in a non-equilibrium geometry.

CARTESIAN COORDINATES (ANGSTROEM)
C 3.96 2.27 -1.11
O 2.99 1.44 -1.69
C 2.25 0.85 -0.78
O 2.21 1.29 0.35
C 1.42 -0.18 -1.29
C 0.32 -0.55 -0.49
S 0.23 0.16 1.05
C -1.43 -0.54 1.17
C -2.25 -0.63 2.27
C -1.86 -0.13 3.54
N -1.48 0.27 4.54
N -1.86 -1.08 -0.04
C -3.23 -1.45 -0.34
C -0.91 -1.27 -0.97
O -1.06 -1.77 -2.06
H 4.66 2.64 -1.85
H 4.33 1.61 -0.39
H 3.50 3.19 -0.69
H 1.73 -0.40 -2.30
H -3.24 -1.20 2.29
H -3.38 -2.39 0.19
H -3.77 -0.54 -0.01
H -3.13 -1.58 -1.40

The molar mass comes out at 224.241 Da. The HOMO energy (spin up / spin down) comes out at -8.9 / -8.9 eV. The calculation puts the LUMO energy (spin up / spin down) at -1.128 / -1.128 eV. The total energy comes out at -1081.12293 Eh. As for the energy relative to the best compared isomer or geometry (same formula, charge and spin): 20.0 kcal per mole. As for the spin multiplicity: 1. The structure (SMILES) is COC(=O)/C=c1\s/c(=C\C#N)n(C)c1=O.